1.
# C4H3NO2

One molecule with the formula C4H3NO2 (wB97M-V/def2-TZVPD, the Open Molecules 2025 dataset).

Calculated values
gap between HOMO and LUMO (spin up / spin down)	6.82 / 7.67	eV
max |F|	0.742	eV Å⁻¹
total charge	0
LUMO level (spin up / spin down)	-2.3 / -1.7	eV
relative energy (zero: lowest compared OMol25 entry of this formula, charge and spin)	4.709	eV

Geometry as XYZ:
```
10
Properties=species:S:1:pos:R:3:nbo_charge:R:1
O -2.18266 1.07092 -0.98458 -0.4254
C -1.70719 0.02331 -0.73336 0.4966
C -0.06276 -0.12318 -0.70423 0.0532
N 0.07294 -0.99046 -1.54934 -0.1230
O 2.01814 -1.18517 0.45700 -0.5184
C 1.57893 -0.15444 0.94331 0.3486
C 0.41256 0.52459 0.42418 -0.4095
H -2.17755 -0.92676 -0.46491 0.1876
H 2.09401 0.34489 1.78458 0.1421
H -0.04642 1.41630 0.82735 0.2483
```

2.
# C19H40N4O12PS

A 2-piece molecular cluster, C19H40N4O12PS overall (wB97M-V/def2-TZVPD, the Open Molecules 2025 dataset).

Calculated values
gap between HOMO and LUMO	2.62	eV
max |F|	4.611	eV Å⁻¹
total charge	-1
LUMO level	1.2	eV
relative energy (zero: lowest compared OMol25 entry of this formula, charge and spin)	3.603	eV

Geometry as XYZ:
```
77
Properties=species:S:1:pos:R:3:mulliken_charge:R:1
C 4.03697 0.05143 3.46826 -0.8644
C 4.12771 -1.15453 2.46730 -0.4639
O 3.26023 -0.87787 1.32939 -0.2046
P 1.78279 -1.66930 1.61645 1.0456
O 1.40207 -1.62158 3.09464 -0.7992
C 0.41697 -0.86470 0.62110 -0.1686
C 0.16041 0.58568 1.17100 -1.5022
N -0.98286 1.27102 0.53565 1.3429
N -0.89562 2.67663 0.62110 -0.8590
C -0.74438 3.10831 1.85564 0.5427
C -1.74004 2.80931 3.03524 -0.7683
C 0.54699 3.99221 2.13110 -1.1091
C -1.01971 0.99645 -0.90156 -1.1801
N -2.25700 0.57692 -1.43453 0.0079
C -2.47953 -0.88698 -1.28917 0.3127
C -3.81818 -1.06450 -0.44500 -1.3220
C -4.01490 0.06716 0.63728 0.2064
C -5.25664 -0.28725 1.57428 -0.7683
S -5.28201 0.89967 3.00472 1.1785
O -4.30007 0.53853 4.05892 -0.6043
O -4.93640 2.24513 2.43589 -0.6564
O -6.79981 1.02096 3.65864 -0.4823
N 0.06781 1.15876 -1.67402 -0.0195
C 0.15893 0.89035 -3.10996 -0.6215
O 1.24737 -0.02847 -3.34924 -0.3618
C 2.49450 0.61650 -3.21293 -0.2167
O 3.47630 -0.37660 -3.51763 -0.3824
C 4.60168 0.20637 -4.18141 -0.4734
C 5.31886 1.35218 -3.39045 -0.3312
O 6.00476 0.88066 -2.21542 -0.5168
O 2.03956 -3.27925 1.22790 -0.4568
C 1.16692 -3.76286 0.18377 -0.2859
C 1.66103 -3.35956 -1.28000 -0.7692
H 4.52117 0.94595 2.98379 0.2499
H 2.97732 0.34832 3.68576 0.1974
H 4.53541 -0.21023 4.44249 0.3291
H 3.90724 -2.14433 2.94608 0.3171
H 5.17928 -1.22959 2.07860 0.3842
H -0.49882 -1.48269 0.80845 0.2840
H 0.75360 -0.90098 -0.45074 0.3923
H 0.02694 0.48532 2.28408 0.7105
H 1.08612 1.20303 0.94327 0.2404
H -2.67720 3.41100 2.93193 0.2407
H -1.23413 3.14114 3.98041 0.4106
H -1.97943 1.72244 3.15686 0.1133
H 0.58161 4.30148 3.19972 0.3255
H 1.41465 3.35905 1.81826 0.2580
H 0.50307 4.84556 1.40484 0.3389
H -2.42930 0.92255 -2.37678 0.4719
H -1.62611 -1.45172 -0.84931 -0.4563
H -2.71378 -1.36000 -2.29637 0.3710
H -3.86239 -2.04609 0.08670 0.3099
H -4.69918 -1.03116 -1.13587 0.4451
H -4.26995 1.05414 0.16646 0.3279
H -3.14351 0.17001 1.34229 -0.0589
H -5.06898 -1.29357 2.04466 0.4331
H -6.23223 -0.27609 1.03205 0.4202
H -6.92209 1.97240 3.83013 0.3657
H 0.90488 1.50058 -1.20426 0.4667
H -0.74318 0.40979 -3.54474 0.3608
H 0.44233 1.86038 -3.60733 0.3438
H 2.71905 0.93173 -2.14632 0.1776
H 2.60745 1.54465 -3.84042 0.3511
H 5.34799 -0.62573 -4.30765 0.3236
H 4.26150 0.56342 -5.19176 0.3340
H 4.65515 2.22498 -3.15995 0.2908
H 6.12614 1.75165 -4.07589 0.3171
H 5.88393 1.54379 -1.52445 0.3050
H 0.08123 -3.54183 0.34562 0.2741
H 1.24716 -4.88478 0.21344 0.3593
H 2.32844 -4.20054 -1.62584 0.3635
H 0.82334 -3.31559 -2.01657 0.2588
H 2.31058 -2.44878 -1.26213 0.1620
C -4.10469 -3.63256 -2.43655 0.6531
O -3.01404 -3.71260 -1.81544 -0.6851
O -4.48741 -2.55679 -3.05031 -0.7094
O -4.96384 -4.57847 -2.53412 -0.8167
```

3.
# C9H12N16O3RuSbSe4

C9H12N16O3RuSbSe4 as an isolated structure (wB97M-V/def2-TZVPD, the Open Molecules 2025 dataset).

Calculated values
2S+1	2
gap between HOMO and LUMO (spin up / spin down)	6.73 / 6.09	eV
max |F|	0.394	eV Å⁻¹
total charge	-2
LUMO level (spin up / spin down)	4.2 / 3.6	eV
⟨S²⟩	0.758
relative energy (zero: lowest compared OMol25 entry of this formula, charge and spin)	0.534	eV

Geometry as XYZ:
```
46
Properties=species:S:1:pos:R:3:nbo_charge:R:1
Ru -0.18053 -1.66207 -0.32248 0.5047
N -0.10092 -1.81538 1.85288 -0.6280
N 0.79281 -1.27936 2.84430 -0.4879
C 1.73547 -0.30684 2.56523 0.6445
N 2.97227 -0.62927 2.94361 -0.8031
N 1.25715 0.85430 2.13289 -0.4477
N 2.12897 1.86736 1.91529 0.6251
O 3.30578 1.84308 2.29569 -0.4853
O 1.65643 2.85836 1.37344 -0.4544
H -1.06146 -1.66627 2.16932 0.4200
H 0.05333 -2.83110 1.89203 0.4327
H 1.26035 -2.08811 3.25927 0.4111
H 3.20476 -1.62587 2.85247 0.4387
H 3.67685 0.07186 2.77462 0.4289
N -3.02627 -1.59875 -2.29749 -0.5956
C -3.22900 -1.60904 -0.94380 0.4558
N -4.42349 -1.57239 -0.36844 -0.3940
N -4.15805 -1.59768 0.94991 -0.0998
N -2.88983 -1.66522 1.15563 -0.1689
N -2.25860 -1.66612 -0.04153 -0.4056
C -1.80092 -1.55776 -2.93157 0.4423
N -1.69596 -1.42919 -4.24221 -0.4014
N -0.36683 -1.42295 -4.46621 -0.1142
N 0.28444 -1.53895 -3.36491 -0.1095
N -0.60706 -1.63606 -2.34830 -0.3603
H -3.83604 -1.52515 -2.88602 0.4187
Se 2.60554 -4.00592 2.81322 -0.8756
Sb 2.34298 -4.02315 0.35643 1.0517
Se 2.24997 -1.63981 -0.54149 -0.3840
Se -0.10372 -4.16904 -0.19227 -0.4923
Se 3.86110 -5.50217 -0.76427 -0.7460
N 0.76117 5.23829 -0.90588 -0.8241
C -0.50264 4.72621 -0.78885 0.6500
O -1.48798 5.42710 -0.65742 -0.6148
C -0.54558 3.23125 -0.80421 -0.0134
C 0.28530 2.48492 -1.62251 -0.2650
C 0.33152 1.11406 -1.45470 0.0721
N -0.38145 0.49068 -0.51670 -0.4065
C -1.22074 1.20255 0.23758 0.0792
C -1.34956 2.57123 0.11033 -0.2248
H 0.84474 6.22089 -0.70313 0.3907
H 1.53145 4.64752 -0.62927 0.4120
H 0.91625 2.94906 -2.36795 0.2244
H 0.96935 0.48701 -2.06511 0.2430
H -1.78483 0.65143 0.97822 0.2248
H -2.01650 3.12648 0.75437 0.2314
```

4.
# C52H45AsN2O6PRuS2Se

C52H45AsN2O6PRuS2Se as an isolated structure (wB97M-V/def2-TZVPD, the Open Molecules 2025 dataset).

Calculated values
2S+1	2
gap between HOMO and LUMO (spin up / spin down)	5.79 / 5.99	eV
max |F|	0.447	eV Å⁻¹
total charge	0
LUMO level (spin up / spin down)	-0.3 / -0.6	eV
⟨S²⟩	0.800
relative energy (zero: lowest compared OMol25 entry of this formula, charge and spin)	3.587	eV

Geometry as XYZ:
```
111
Properties=species:S:1:pos:R:3:mulliken_charge:R:1
Ru 0.14302 -0.66635 0.08637 -0.8260
O 1.88915 0.90624 1.56871 -0.3039
N 0.68668 0.18970 1.85173 1.2861
C 0.45601 0.24035 3.10882 -1.2966
C -0.60982 -0.29673 3.96121 1.4224
C -0.35850 -0.08395 5.32005 -0.7089
C -1.20765 -0.53771 6.31250 -0.9067
C -2.34830 -1.23307 5.96080 -0.8304
C -2.62765 -1.44626 4.61919 -0.6586
C -1.78633 -0.98420 3.61024 -1.0141
P -2.30117 -1.27278 1.90323 2.1283
C -3.91217 -2.06070 1.98269 0.3660
C -3.98302 -3.44893 1.89285 -0.2127
C -5.20533 -4.08774 2.04652 -0.8983
C -6.34970 -3.34276 2.28879 -0.5272
C -6.27983 -1.95776 2.38225 -0.8761
C -5.06394 -1.31435 2.23210 -0.2762
C -1.08937 -2.28260 1.09950 2.0104
C -0.41804 -3.14669 2.11878 -1.0107
C 0.08383 -4.34906 1.83915 -1.2979
C 0.14833 -4.87508 0.44093 0.2539
C -1.00257 -4.29306 -0.34127 -1.3508
C -1.55151 -3.10801 -0.04362 -0.7131
H 2.55536 0.52409 2.15752 0.2821
H 1.19140 0.79797 3.68461 0.1537
H 0.53955 0.45141 5.60360 0.4096
H -0.97156 -0.34958 7.35146 0.4210
H -3.02541 -1.60896 6.71590 0.4573
H -3.52575 -1.98651 4.35865 0.4011
H -3.08806 -4.02814 1.70240 0.2865
H -5.26172 -5.16561 1.97065 0.4583
H -7.30409 -3.84131 2.40161 0.3823
H -7.17590 -1.37890 2.56239 0.4349
H -5.00878 -0.23675 2.29237 0.4138
H -0.33119 -2.79795 3.13957 0.2477
H 0.55905 -4.91739 2.62914 0.2732
H 0.10265 -5.96729 0.44264 0.7516
H -1.34341 -4.82081 -1.22545 0.4400
H -2.32304 -2.69837 -0.68792 0.3916
S 0.96799 -3.49249 -3.35304 -0.5589
C 0.23471 -2.11658 -4.12439 1.2368
C 0.02942 -1.90401 -5.48140 -0.7174
C -0.51973 -0.69885 -5.88260 -0.7065
C -0.86654 0.27038 -4.93680 -0.8594
C -0.67449 0.05235 -3.58663 0.1906
C -0.11280 -1.15293 -3.16612 -2.1220
N 0.21293 -1.50592 -1.86543 2.3124
C 0.83294 -2.67064 -1.82479 0.1089
C 1.43453 -3.06628 -0.61373 -0.5222
C 1.59417 -4.48843 -0.22992 -0.1267
C 2.70514 -4.65756 0.74784 -1.6515
C 3.09249 -3.60314 1.49680 -0.5628
C 2.44642 -2.32802 1.38743 -0.3024
C 1.54661 -2.04010 0.35173 1.8917
H 0.30512 -2.65796 -6.20762 0.4405
H -0.68226 -0.50898 -6.93574 0.4107
H -1.29576 1.20993 -5.26364 0.4522
H -0.95826 0.77793 -2.84198 0.3399
H 1.71238 -5.14146 -1.10009 0.9532
H 3.14698 -5.63623 0.89128 0.3729
H 3.86858 -3.73198 2.24401 0.4052
H 2.64167 -1.60671 2.17412 0.1425
O -4.68628 0.30030 -0.21305 -0.6936
Se -3.17552 0.81692 -0.19311 1.2110
O -2.51810 0.22366 1.44274 -0.5661
O -2.13498 0.01737 -1.12520 -0.7534
O -2.94421 2.39452 -0.07005 -0.6793
O 0.59307 1.26904 -0.74103 1.4357
As 1.68187 1.99085 -1.75999 0.2522
C 0.71460 3.27120 -2.80811 0.4265
C 1.33448 4.06531 -3.76694 -0.4799
C 0.58776 5.00331 -4.46387 -0.7974
C -0.76495 5.15761 -4.18591 -0.5795
C -1.37117 4.38420 -3.20583 -0.6766
C -0.63343 3.43535 -2.51095 -0.4611
C 2.96033 3.02038 -0.77232 0.5717
C 4.24576 3.22118 -1.25982 -0.5545
C 5.12213 4.04007 -0.56018 -0.7568
C 4.70872 4.64591 0.61821 -0.4912
C 3.42307 4.43587 1.10179 -0.6932
C 2.54018 3.62167 0.40847 -0.5322
C 2.62312 0.73567 -2.84831 0.7508
C 2.64819 0.82549 -4.23479 -0.8291
C 3.28613 -0.16531 -4.96710 -0.6168
C 3.88708 -1.23316 -4.31395 -0.7917
C 3.85132 -1.32105 -2.92874 -0.6604
C 3.21827 -0.33449 -2.18847 -0.5155
H 2.39514 3.96504 -3.96969 0.4803
H 1.06234 5.61788 -5.21780 0.4103
H -1.34469 5.89272 -4.72941 0.4028
H -2.41968 4.51510 -2.97158 0.4991
H -1.09799 2.84064 -1.73120 0.4191
H 4.57060 2.73083 -2.17087 0.4220
H 6.12578 4.20018 -0.93210 0.3931
H 5.39324 5.28230 1.16452 0.3951
H 3.10501 4.90797 2.02278 0.4366
H 1.53766 3.44542 0.78453 0.4217
H 2.14073 1.63372 -4.74604 0.3293
H 3.29720 -0.11199 -6.04792 0.4135
H 4.36950 -2.01294 -4.88969 0.3992
H 4.29266 -2.16805 -2.41905 0.4209
H 3.14826 -0.42137 -1.10857 0.3994
C -0.15858 3.91152 4.14216 -1.2023
S -0.85331 3.27581 2.60545 0.5419
C -2.13195 4.51269 2.33968 -1.1082
H -0.90267 3.91712 4.93961 0.3541
H 0.24094 4.91826 4.01423 0.3863
H 0.65880 3.25215 4.43547 0.2435
H -1.69907 5.50739 2.23243 0.3859
H -2.85088 4.50919 3.15924 0.3393
H -2.63994 4.22983 1.42038 0.2065
```

5.
# C6H9NO2

One molecule with the formula C6H9NO2 (wB97M-V/def2-TZVPD, the Open Molecules 2025 dataset).

Calculated values
gap between HOMO and LUMO	8.90	eV
SMILES string	C[C@@H](O)Nc1ccco1
max |F|	6.902	eV Å⁻¹
total charge	0
LUMO level	0.9	eV
relative energy (zero: lowest compared OMol25 entry of this formula, charge and spin)	4.213	eV

Geometry as XYZ:
```
18
Properties=species:S:1:pos:R:3:nbo_charge:R:1
C -1.31068 -1.70891 -0.24288 -0.6754
C -0.35789 -1.19708 -1.29342 0.2421
C 0.93893 0.30494 0.15058 0.4435
C 1.69459 0.68704 1.30988 -0.3742
C 0.67997 1.42404 2.08234 -0.3313
C -0.43637 1.43875 1.33503 0.1029
H -0.72445 -2.53844 0.17388 0.2003
H -1.57118 -1.15306 0.73498 0.2260
H -2.35356 -2.02520 -0.49224 0.2487
H 0.05995 -2.15335 -1.81933 0.1685
H -0.84000 0.52081 -1.64796 0.4822
H 1.59245 -1.24278 -0.83826 0.3826
H 2.75370 0.37634 1.41417 0.2458
H 0.81735 1.51029 3.18801 0.2456
H -1.60115 1.90481 1.62685 0.2077
N 0.92764 -0.48365 -0.97845 -0.6329
O -1.09710 -0.39941 -2.18607 -0.7110
O -0.38764 0.71109 0.24356 -0.4711
```

6.
# C4H7NO2

An isolated ion of composition C4H7NO2 and charge -1 (wB97M-V/def2-TZVPD, the Open Molecules 2025 dataset).

Calculated values
2S+1	2
gap between HOMO and LUMO (spin up / spin down)	7.71 / 6.59	eV
max |F|	3.914	eV Å⁻¹
total charge	-1
LUMO level (spin up / spin down)	4.2 / 3.2	eV
⟨S²⟩	0.756
relative energy (zero: lowest compared OMol25 entry of this formula, charge and spin)	1.644	eV

Geometry as XYZ:
```
14
Properties=species:S:1:pos:R:3:nbo_charge:R:1
O -1.86224 -0.21241 -0.99910 -0.6739
C -0.67935 -0.36360 -0.68010 0.6057
N 0.04558 -1.47571 -0.67530 -0.3064
C 1.55681 -1.43020 -1.05248 0.1085
O 2.30385 -0.52924 -0.47910 -0.8430
C -0.16312 0.83831 0.29869 -0.5024
C -1.15956 1.17653 1.42581 -0.6215
H 1.97023 -2.45530 -0.88797 0.0905
H 1.46592 -1.45805 -2.18566 0.0681
H 0.82494 0.57332 0.66974 0.2552
H -0.07456 1.52578 -0.55192 0.2105
H -1.50922 2.21674 1.40762 0.1912
H -0.62345 0.98380 2.35069 0.1966
H -2.09582 0.61001 1.35908 0.2208
```